1.
DFT (the ωB97M-V functional and the def2-TZVPD basis) results for a 8-piece molecular cluster, C30H60O18S8 overall.

Values from the calculation:
F_max = 2.1 eV/A
frontier orbital gap = 9.830 eV
SMILES = O=S1(=O)CCCC1.O=S1(=O)CCCC1.O=S1(=O)CCCC1.O=S1(=O)CCCC1.O=S1(=O)CCCC1.O=S1(=O)CCCC1.O=S1(=O)CCCC1.O=S1(=O)OCCO1

Positions of all 116 atoms, in Å:
O (0.858, -6.753, -0.756)
S (0.812, -5.520, -0.008)
O (-0.438, -4.932, 0.381)
C (1.885, -5.674, 1.420)
C (3.287, -5.513, 0.827)
C (3.148, -4.237, -0.012)
C (1.892, -4.336, -0.876)
H (1.665, -6.546, 2.029)
H (1.714, -4.779, 2.029)
H (4.097, -5.433, 1.545)
H (3.420, -6.332, 0.115)
H (3.954, -4.194, -0.754)
H (3.158, -3.281, 0.506)
H (1.948, -4.692, -1.899)
H (1.320, -3.413, -0.794)
O (-3.369, -1.588, 1.498)
S (-2.812, -1.521, 2.817)
O (-2.406, -0.222, 3.302)
C (-3.947, -2.335, 3.932)
C (-3.169, -3.325, 4.809)
C (-1.854, -3.689, 4.095)
C (-1.481, -2.685, 3.009)
H (-4.559, -2.914, 3.236)
H (-4.625, -1.639, 4.419)
H (-2.978, -2.865, 5.778)
H (-3.787, -4.211, 4.928)
H (-1.871, -4.691, 3.659)
H (-1.015, -3.794, 4.786)
H (-1.271, -3.107, 2.025)
H (-0.567, -2.119, 3.178)
O (2.403, 6.495, 3.544)
S (1.295, 5.898, 4.238)
O (0.010, 6.546, 4.216)
C (1.097, 4.182, 3.693)
C (1.708, 3.321, 4.787)
C (2.549, 4.179, 5.741)
C (1.782, 5.480, 5.899)
H (1.590, 4.068, 2.732)
H (0.019, 4.079, 3.590)
H (1.006, 2.683, 5.334)
H (2.328, 2.502, 4.403)
H (3.524, 4.375, 5.291)
H (2.689, 3.694, 6.705)
H (2.236, 6.320, 6.420)
H (0.848, 5.310, 6.445)
O (-0.691, -0.945, -6.368)
S (-0.930, -2.145, -5.612)
O (-2.272, -2.611, -5.408)
C (-0.003, -3.566, -6.254)
C (0.732, -4.138, -5.070)
C (1.195, -2.900, -4.279)
C (-0.044, -2.027, -4.036)
H (0.713, -3.143, -6.971)
H (-0.632, -4.171, -6.902)
H (0.110, -4.710, -4.375)
H (1.631, -4.732, -5.227)
H (1.981, -2.359, -4.806)
H (1.549, -3.136, -3.275)
H (0.167, -0.974, -3.874)
H (-0.754, -2.453, -3.331)
O (0.818, -1.564, 1.435)
S (1.178, -0.568, 0.444)
O (2.310, -0.863, -0.406)
C (-0.361, -0.138, -0.393)
C (-0.828, 1.196, 0.227)
C (0.049, 1.610, 1.418)
C (1.425, 1.031, 1.201)
H (-1.076, -0.943, -0.247)
H (-0.053, 0.003, -1.428)
H (-0.578, 1.944, -0.528)
H (-1.888, 1.130, 0.440)
H (-0.332, 1.277, 2.391)
H (0.026, 2.695, 1.511)
H (2.098, 0.943, 2.050)
H (1.903, 1.638, 0.422)
O (5.015, 2.198, -4.023)
S (4.208, 1.290, -3.253)
O (2.969, 1.737, -2.676)
C (4.097, -0.304, -4.132)
C (5.037, -1.264, -3.353)
C (5.999, -0.430, -2.511)
C (5.161, 0.632, -1.853)
H (4.386, -0.196, -5.169)
H (3.056, -0.537, -3.909)
H (4.437, -2.020, -2.851)
H (5.613, -1.798, -4.114)
H (6.781, 0.038, -3.111)
H (6.534, -1.088, -1.822)
H (5.674, 1.518, -1.482)
H (4.431, 0.235, -1.149)
O (-3.698, 0.318, -5.474)
S (-3.410, 0.721, -4.136)
O (-2.245, 0.245, -3.419)
C (-3.386, 2.505, -3.952)
C (-3.677, 2.637, -2.461)
C (-4.923, 1.771, -2.196)
C (-4.895, 0.542, -3.126)
H (-4.219, 2.883, -4.545)
H (-2.424, 2.869, -4.301)
H (-2.829, 2.364, -1.836)
H (-3.902, 3.675, -2.210)
H (-5.804, 2.378, -2.396)
H (-4.952, 1.457, -1.153)
H (-5.712, 0.643, -3.839)
H (-4.905, -0.477, -2.745)
O (-2.733, 4.886, 0.159)
S (-3.183, 4.314, 1.370)
O (-3.296, 2.907, 1.464)
O (-2.280, 4.796, 2.595)
C (-2.888, 5.914, 3.263)
C (-4.354, 5.553, 3.206)
O (-4.500, 5.045, 1.867)
H (-2.495, 5.889, 4.275)
H (-2.642, 6.851, 2.768)
H (-5.006, 6.409, 3.339)
H (-4.577, 4.725, 3.879)

2.
DFT (the ωB97M-V functional and the def2-TZVPD basis) results for a 13-piece molecular cluster, C30H61BCl25N2O3 overall.

Values from the calculation:
charge = -1
F_max = 5.8 eV/A
frontier orbital gap = 5.740 eV

Positions of all 122 atoms, in Å:
C (0.637, -2.900, 2.999)
C (-0.272, -1.654, 2.484)
C (-0.575, -1.797, 0.921)
O (0.028, -1.196, -0.028)
O (-1.570, -2.711, 0.569)
N (0.240, -0.326, 2.921)
C (-0.501, 0.815, 2.316)
C (-2.095, 0.766, 2.533)
C (-2.737, 2.239, 2.513)
Cl (-3.808, 2.518, 3.975)
B (1.696, -0.133, 2.676)
N (2.406, 0.862, 3.588)
O (2.489, -0.750, 1.638)
H (-0.033, -3.829, 2.849)
H (1.562, -3.068, 2.358)
H (0.839, -2.818, 4.120)
H (-1.285, -1.805, 3.020)
H (-0.137, 1.764, 2.871)
H (-0.248, 1.008, 1.208)
H (-2.344, 0.166, 3.468)
H (-2.524, 0.209, 1.621)
H (-1.867, 2.988, 2.489)
H (-3.306, 2.368, 1.518)
H (3.134, 1.262, 2.963)
H (2.880, 0.380, 4.363)
H (2.650, -0.145, 0.884)
Cl (2.349, -5.442, -2.909)
C (0.570, -5.431, -2.769)
C (0.103, -4.938, -1.414)
Cl (0.497, -6.086, -0.109)
H (0.209, -6.440, -2.976)
H (0.197, -4.768, -3.552)
H (-0.981, -4.821, -1.416)
H (0.548, -3.973, -1.162)
Cl (-0.240, 3.321, 5.068)
C (1.280, 3.862, 5.824)
C (1.905, 5.027, 5.084)
Cl (2.521, 4.549, 3.484)
H (1.956, 3.010, 5.871)
H (1.035, 4.161, 6.843)
H (2.756, 5.412, 5.649)
H (1.193, 5.843, 4.944)
Cl (-3.661, 5.162, 5.971)
C (-3.518, 4.190, 7.455)
C (-2.788, 4.931, 8.558)
Cl (-1.061, 5.163, 8.189)
H (-3.017, 3.254, 7.199)
H (-4.534, 3.955, 7.777)
H (-2.838, 4.356, 9.485)
H (-3.228, 5.912, 8.742)
Cl (-4.394, 1.919, -0.326)
C (-4.538, 2.955, -1.769)
C (-4.878, 4.388, -1.414)
Cl (-6.531, 4.548, -0.770)
H (-5.288, 2.515, -2.428)
H (-3.572, 2.918, -2.279)
H (-4.826, 5.013, -2.309)
H (-4.185, 4.794, -0.674)
Cl (4.844, 2.050, 4.346)
C (6.360, 2.600, 5.099)
C (6.982, 3.755, 4.341)
Cl (7.599, 3.261, 2.742)
H (7.037, 1.749, 5.160)
H (6.114, 2.912, 6.116)
H (7.833, 4.151, 4.900)
H (6.266, 4.566, 4.191)
Cl (3.160, -0.328, 7.203)
C (2.831, 0.287, 8.842)
C (1.965, 1.531, 8.823)
Cl (2.822, 2.935, 8.143)
H (3.787, 0.472, 9.333)
H (2.318, -0.512, 9.382)
H (1.678, 1.798, 9.842)
H (1.053, 1.377, 8.242)
Cl (8.089, 0.136, 3.716)
C (8.027, -1.401, 2.817)
C (6.684, -1.616, 2.148)
Cl (5.387, -1.907, 3.331)
H (8.263, -2.210, 3.510)
H (8.815, -1.358, 2.063)
H (6.728, -2.497, 1.504)
H (6.398, -0.759, 1.535)
Cl (-7.462, 4.121, -4.257)
C (-9.047, 4.642, -3.637)
C (-9.443, 6.010, -4.156)
Cl (-8.420, 7.305, -3.486)
H (-9.008, 4.622, -2.547)
H (-9.775, 3.897, -3.965)
H (-10.470, 6.234, -3.861)
H (-9.382, 6.059, -5.245)
Cl (1.997, -5.219, -8.349)
C (2.201, -6.360, -6.995)
C (0.980, -7.234, -6.794)
Cl (-0.417, -6.306, -6.197)
H (2.434, -5.783, -6.098)
H (3.067, -6.981, -7.233)
H (1.194, -8.002, -6.048)
H (0.685, -7.733, -7.720)
Cl (1.377, 0.002, -10.731)
C (1.580, -1.140, -9.378)
C (0.359, -2.015, -9.179)
Cl (-1.040, -1.089, -8.580)
H (1.812, -0.565, -8.481)
H (2.445, -1.762, -9.618)
H (0.572, -2.784, -8.434)
H (0.064, -2.511, -10.106)
Cl (-0.451, 0.791, -3.722)
C (-0.582, 1.822, -5.168)
C (-0.920, 3.257, -4.818)
Cl (-2.576, 3.421, -4.181)
H (-1.331, 1.383, -5.830)
H (0.385, 1.782, -5.673)
H (-0.861, 3.881, -5.712)
H (-0.230, 3.662, -4.075)
Cl (-0.471, -9.181, -9.332)
C (-2.249, -9.176, -9.200)
C (-2.720, -8.687, -7.846)
Cl (-2.327, -9.835, -6.543)
H (-2.606, -10.185, -9.410)
H (-2.621, -8.513, -9.984)
H (-3.806, -8.574, -7.851)
H (-2.278, -7.722, -7.591)

3.
DFT (the ωB97M-V functional and the def2-TZVPD basis) results for a 3-piece molecular cluster, C30H61BCl2F3N5O6P overall.

Values from the calculation:
charge = +1
F_max = 3.8 eV/A
frontier orbital gap = 8.957 eV

Positions of all 109 atoms, in Å:
C (-5.676, -2.250, -4.831)
C (-5.724, -1.863, -3.337)
C (-4.688, -0.767, -3.033)
C (-4.879, -0.326, -1.556)
C (-3.625, 0.339, -0.960)
C (-2.718, -0.635, -0.183)
C (-1.435, 0.112, 0.220)
C (-0.384, -0.943, 0.654)
N (1.038, -0.423, 0.936)
C (1.120, 1.050, 0.877)
C (2.449, 1.727, 1.314)
C (2.262, 2.989, 2.223)
C (2.478, 4.243, 1.356)
O (3.570, 4.543, 1.100)
O (1.428, 4.968, 0.899)
C (0.750, 4.360, -0.213)
C (1.598, 4.240, -1.489)
C (1.333, -1.062, 2.281)
C (0.727, -0.562, 3.613)
Cl (-0.877, 0.230, 3.581)
C (1.753, 0.327, 4.456)
C (2.339, -0.531, 5.590)
Cl (1.031, 1.765, 5.242)
C (1.585, -2.590, 2.058)
C (0.711, -3.586, 2.790)
F (-0.553, -3.232, 2.959)
F (1.231, -3.686, 4.041)
F (0.751, -4.813, 2.316)
C (1.898, -2.683, 0.520)
B (1.299, -3.841, -0.422)
O (2.156, -4.523, -1.249)
O (-0.050, -4.137, -0.383)
C (1.907, -1.218, -0.020)
C (1.626, -0.991, -1.530)
C (2.188, 0.321, -2.158)
N (3.292, 0.059, -3.112)
P (3.818, -0.949, 0.041)
N (4.654, -1.864, -0.915)
H (-5.635, -1.342, -5.440)
H (-6.562, -2.815, -5.122)
H (-4.756, -2.815, -5.003)
H (-5.530, -2.719, -2.680)
H (-6.730, -1.512, -3.089)
H (-4.904, 0.076, -3.695)
H (-3.655, -1.108, -3.181)
H (-5.667, 0.431, -1.589)
H (-5.275, -1.146, -0.953)
H (-3.930, 1.127, -0.263)
H (-3.044, 0.756, -1.791)
H (-3.215, -1.086, 0.681)
H (-2.473, -1.454, -0.877)
H (-1.070, 0.613, -0.686)
H (-1.628, 0.863, 0.985)
H (-0.825, -1.430, 1.523)
H (-0.451, -1.682, -0.140)
H (0.377, 1.525, 1.515)
H (0.892, 1.426, -0.117)
H (2.942, 2.108, 0.415)
H (3.184, 1.087, 1.806)
H (1.267, 3.048, 2.673)
H (3.022, 2.992, 3.000)
H (0.299, 3.414, 0.114)
H (-0.085, 5.022, -0.441)
H (2.663, 4.081, -1.307)
H (1.222, 3.373, -2.048)
H (1.429, 5.096, -2.139)
H (2.377, -0.762, 2.441)
H (0.592, -1.431, 4.254)
H (2.597, 0.672, 3.859)
H (3.241, -0.069, 5.990)
H (1.608, -0.619, 6.397)
H (2.601, -1.541, 5.252)
H (2.549, -2.736, 2.543)
H (2.945, -3.015, 0.562)
H (2.459, -5.338, -0.817)
H (-0.459, -3.941, -1.242)
H (0.548, -0.961, -1.736)
H (2.003, -1.806, -2.154)
H (2.483, 1.085, -1.436)
H (1.381, 0.777, -2.754)
H (2.811, -0.197, -3.973)
H (3.663, 0.990, -3.331)
H (4.213, -1.229, 1.387)
H (4.172, 0.394, -0.202)
H (4.051, -2.456, -1.481)
C (6.353, 1.834, -2.057)
C (5.850, 2.760, -3.138)
O (4.933, 2.440, -3.890)
N (6.441, 3.968, -3.260)
C (7.530, 4.517, -2.469)
H (5.784, 0.905, -2.086)
H (7.405, 1.599, -2.220)
H (6.225, 2.295, -1.075)
H (6.056, 4.534, -4.001)
H (7.193, 5.438, -1.991)
H (8.367, 4.747, -3.129)
H (7.861, 3.822, -1.706)
C (-7.017, -0.539, 1.962)
C (-7.900, -1.052, 0.850)
O (-7.784, -0.662, -0.302)
N (-8.843, -1.975, 1.172)
C (-9.126, -2.552, 2.475)
H (-6.319, 0.187, 1.554)
H (-7.619, -0.050, 2.730)
H (-6.449, -1.360, 2.405)
H (-9.398, -2.276, 0.385)
H (-8.997, -3.634, 2.421)
H (-10.160, -2.332, 2.744)
H (-8.468, -2.154, 3.240)

4.
DFT (the ωB97M-V functional and the def2-TZVPD basis) results for a 7-piece molecular cluster, C30H61Br3O20S6 overall.

Values from the calculation:
F_max = 8.2 eV/A
frontier orbital gap = 7.890 eV
SMILES = C[C@H](Br)[C@@H](Br)C1=C(CCCBr)C(=O)C=CC1=O.CCOS(C)(=O)=O.CCOS(C)(=O)=O.CCOS(C)(=O)=O.CCOS(C)(=O)=O.CCOS(C)(=O)=O.CCOS(C)(=O)=O

Positions of all 120 atoms, in Å:
C (1.541, 0.498, -2.549)
C (1.631, -1.094, -2.943)
Br (2.238, -1.274, -4.863)
C (0.215, -1.928, -2.639)
Br (-0.579, -2.769, -4.278)
C (0.418, -2.946, -1.370)
C (1.415, -4.090, -1.330)
C (2.411, -4.385, -2.598)
C (2.800, -5.960, -2.829)
C (2.987, -6.388, -4.417)
Br (4.734, -5.819, -5.216)
C (1.417, -4.946, 0.102)
O (1.743, -6.248, 0.197)
C (0.956, -4.232, 1.543)
C (-0.037, -3.105, 1.504)
C (-0.534, -2.661, -0.029)
O (-1.707, -2.031, -0.129)
H (2.470, 0.852, -1.895)
H (1.465, 1.209, -3.504)
H (0.574, 0.768, -1.903)
H (2.424, -1.576, -2.192)
H (-0.556, -1.082, -2.300)
H (2.022, -3.976, -3.636)
H (3.413, -3.773, -2.380)
H (3.865, -6.145, -2.327)
H (1.976, -6.658, -2.377)
H (2.963, -7.581, -4.434)
H (2.041, -6.034, -5.046)
H (1.383, -4.638, 2.565)
H (-0.428, -2.579, 2.484)
C (-1.268, 0.647, 1.506)
C (-1.543, 2.137, 1.414)
O (-0.970, 2.843, 2.506)
S (0.647, 3.045, 2.541)
C (0.714, 4.199, 3.887)
O (1.062, 3.718, 1.331)
O (1.261, 1.809, 2.983)
H (-0.199, 0.435, 1.411)
H (-1.787, 0.104, 0.711)
H (-1.589, 0.255, 2.476)
H (-1.187, 2.547, 0.462)
H (-2.625, 2.302, 1.452)
H (0.227, 5.128, 3.587)
H (1.766, 4.383, 4.114)
H (0.220, 3.760, 4.756)
C (-4.008, -0.440, -6.573)
C (-2.804, 0.351, -7.050)
O (-2.790, 1.663, -6.503)
S (-2.409, 1.847, -4.929)
C (-2.260, 3.615, -4.924)
O (-1.105, 1.269, -4.691)
O (-3.564, 1.495, -4.127)
H (-3.964, -0.618, -5.495)
H (-4.056, -1.414, -7.068)
H (-4.933, 0.109, -6.772)
H (-1.869, -0.171, -6.819)
H (-2.854, 0.454, -8.140)
H (-1.415, 3.904, -5.550)
H (-2.089, 3.930, -3.893)
H (-3.190, 4.050, -5.294)
C (-1.284, 4.709, 11.247)
C (-0.412, 4.967, 10.032)
O (-0.145, 3.768, 9.315)
S (-1.346, 3.106, 8.435)
C (-0.372, 1.894, 7.579)
O (-1.820, 4.081, 7.478)
O (-2.246, 2.403, 9.327)
H (-2.280, 4.364, 10.954)
H (-1.408, 5.620, 11.839)
H (-0.845, 3.929, 11.878)
H (-0.862, 5.717, 9.373)
H (0.553, 5.367, 10.365)
H (0.337, 2.402, 6.924)
H (-1.054, 1.277, 6.989)
H (0.146, 1.273, 8.312)
C (-2.773, -4.834, -1.714)
C (-3.382, -5.177, -0.367)
O (-4.792, -5.336, -0.454)
S (-5.380, -6.677, -1.171)
C (-7.082, -6.463, -0.716)
O (-4.859, -7.841, -0.490)
O (-5.281, -6.518, -2.609)
H (-2.889, -5.659, -2.423)
H (-1.704, -4.626, -1.618)
H (-3.270, -3.961, -2.150)
H (-2.920, -6.074, 0.060)
H (-3.191, -4.354, 0.331)
H (-7.175, -6.546, 0.368)
H (-7.658, -7.252, -1.204)
H (-7.423, -5.487, -1.066)
C (1.468, 8.316, -3.980)
C (2.341, 8.574, -5.195)
O (2.607, 7.376, -5.912)
S (1.407, 6.713, -6.792)
C (2.380, 5.501, -7.648)
O (0.932, 7.688, -7.749)
O (0.507, 6.010, -5.899)
H (0.473, 7.972, -4.273)
H (1.345, 9.227, -3.388)
H (1.907, 7.536, -3.349)
H (1.890, 9.324, -5.854)
H (3.305, 8.974, -4.862)
H (3.089, 6.009, -8.303)
H (1.699, 4.884, -8.238)
H (2.899, 4.880, -6.915)
C (4.144, -0.354, 3.891)
C (5.024, -1.527, 4.282)
O (4.484, -2.243, 5.384)
S (3.175, -3.183, 5.134)
C (3.171, -4.007, 6.705)
O (3.481, -4.149, 4.103)
O (2.000, -2.337, 5.071)
H (3.174, -0.694, 3.518)
H (4.613, 0.241, 3.103)
H (3.950, 0.288, 4.756)
H (5.191, -2.197, 3.432)
H (6.005, -1.148, 4.591)
H (4.066, -4.625, 6.788)
H (2.277, -4.633, 6.749)
H (3.136, -3.258, 7.499)

no.,lowest unoccupied orbital energy (eV)
1,0.14
2,1.76
3,-2.21
4,-1.71